An isolated molecule of C6H9N. Source: OMol25; level of theory: ωB97M-V/def2-TZVPD.

```
16
Properties=species:S:1:pos:R:3:lowdin_charge:R:1
N 0.7925 -1.4169 0.3698 -0.304
C -0.9079 1.6541 -0.5068 -0.071
C 0.7343 -0.8370 1.5615 -0.011
C 0.3745 -0.6572 -0.8406 -0.147
C 1.2400 -2.6512 0.1170 -0.049
C -0.3281 0.6014 -0.5984 -0.034
C -1.6328 2.9202 -0.3870 -0.101
H 0.9201 -3.1523 -0.7851 0.047
H 1.2699 -0.4873 -1.4447 0.133
H -2.6975 2.7808 -0.6001 0.078
H -1.5402 3.3262 0.6251 0.079
H 0.8850 -1.4751 2.4214 0.065
H -1.2403 3.6651 -1.0868 0.078
H 1.7443 -3.1736 0.9176 0.054
H -0.2774 -1.3330 -1.4034 0.128
H 0.6636 0.2357 1.6406 0.053
```

The spin multiplicity is 1. For the calculated total energy, the calculation gives -288.6206 hartree. The value obtained for the HOMO energy is -0.243 Ha. The value obtained for the orbital gap is 0.27631 Ha.